22
Properties=species:S:1:pos:R:3 method="wB97M-V/def2-TZVPD" charge=-1 molar_mass_g_mol=256.07 homo_lumo_gap_ev=5.45 e_above_lowest_kcal_mol=0.0
C -2.70474 -1.50050 -0.39554
C -1.65213 -2.37831 -0.38804
C -2.50197 -0.09513 -0.55455
C -0.34206 -1.88626 -0.41440
C -1.23234 0.36343 -0.69853
C -0.08110 -0.46664 -0.51545
C -0.08703 0.33044 2.43439
C 2.84587 2.05874 0.05892
C 1.67699 1.39268 -0.62714
C 1.23518 0.00465 -0.49418
O -0.17982 -0.82143 2.57583
O 0.05372 1.47711 2.31198
O 2.82852 1.94410 -1.34547
Br 2.75451 -1.27008 -0.16741
H -3.76274 -1.98236 -0.23117
H -1.99065 -3.48961 -0.18185
H -3.21978 0.71386 -0.57167
H 0.42930 -2.50606 -0.30965
H -1.19996 1.39276 -0.73414
H 2.80782 3.02366 0.39859
H 3.55708 1.53331 0.48943
H 0.76534 2.16165 -0.63995

=====

48
Properties=species:S:1:pos:R:3 method="wB97M-V/def2-TZVPD" molar_mass_g_mol=432.36 homo_lumo_gap_ev="7.49 / 9.53" multiplicity=4 e_above_lowest_kcal_mol=1.2
V -0.02031 -0.38445 0.26865
O -1.14815 -1.85276 -0.50137
H -1.77336 -2.54757 -0.26607
N 1.09866 1.33803 0.86746
S 1.03044 2.87419 0.36954
O 1.92580 3.22584 -0.67302
O 0.75381 3.74870 1.44421
F -0.36871 2.77961 -0.41243
S 2.51846 1.30296 1.74717
O 2.43119 1.86644 3.03373
O 3.63660 1.52965 0.93010
F 2.54282 -0.25181 1.97474
C -0.84355 2.06253 -3.44113
C 0.27249 1.18763 -2.92362
O -0.15047 0.28969 -1.89953
H -1.65679 1.44209 -3.82493
H -0.46116 2.71879 -4.21884
H -1.24501 2.63674 -2.60691
H 1.13312 1.74405 -2.55618
H 0.70701 0.62294 -3.76446
H -0.93755 -0.19465 -2.18316
C 3.10252 -0.85259 -1.92302
C 2.06960 -1.88681 -1.49544
O 1.76340 -1.76455 -0.08738
H 3.55798 -1.13595 -2.87015
H 3.88716 -0.79443 -1.16323
H 2.66230 0.14200 -1.97042
H 2.44069 -2.90314 -1.65392
H 1.14362 -1.79651 -2.05260
H 2.57540 -1.99157 0.37412
C -4.25469 0.91122 0.77122
C -2.93095 0.91641 0.04321
O -1.81876 0.72962 0.93752
H -4.34051 0.02936 1.40719
H -5.06957 0.84363 0.04850
H -4.40037 1.82246 1.35374
H -2.80880 1.86011 -0.49850
H -2.92257 0.13496 -0.71303
H -1.87768 1.44938 1.57171
C -0.28286 -3.38087 2.58731
C -0.32058 -2.08823 3.35071
O 0.00642 -1.00353 2.47024
H -1.22827 -3.61860 2.10397
H 0.02039 -4.19781 3.24093
H 0.46046 -3.30636 1.79126
H 0.40243 -2.13818 4.17198
H -1.28406 -1.91815 3.84019
H 0.00194 -0.20049 2.99992

=====

21
Properties=species:S:1:pos:R:3 method="wB97M-V/def2-TZVPD" molar_mass_g_mol=115.18 homo_lumo_gap_ev=8.60 e_above_lowest_kcal_mol=55.5
C -1.75085 -2.37646 -0.23187
N -1.94953 -1.13784 -0.99136
C -0.93808 -0.19217 -0.81294
C -0.71321 0.85221 -1.59272
C 0.29231 1.91692 -1.42265
C 0.17545 2.84466 -0.47218
C 1.20746 3.95653 -0.26167
H -0.72048 -2.73794 -0.32026
H -2.41816 -3.16138 -0.59730
H -1.86502 -2.15297 0.82686
H -2.11930 -1.32395 -1.96813
H -0.51468 -0.20712 0.18766
H -1.20613 0.83954 -2.57511
H 1.15364 1.95311 -2.07600
H -0.66090 2.83730 0.21129
H 1.15607 4.69578 -1.05073
H 1.03146 4.39659 0.71702
H 2.19525 3.51972 -0.17337
H 1.92146 -4.43128 3.91730
H 3.11517 -5.40563 4.13218
O 2.60806 -4.68562 4.55395

=====

57
Properties=species:S:1:pos:R:3 method="wB97M-V/def2-TZVPD" molar_mass_g_mol=431.50 homo_lumo_gap_ev=7.86 e_above_lowest_kcal_mol=0.0
C 2.45809 4.91755 -0.79008
H 1.47094 4.47457 -0.68392
H 2.73512 5.35338 0.16757
H 2.40691 5.71750 -1.52578
C 3.48816 3.86806 -1.20196
C 3.52384 2.72728 -0.18413
H 4.21080 1.94805 -0.50747
H 3.86833 3.10322 0.77782
H 2.54477 2.28102 -0.03484
C 3.28690 3.38118 -2.64846
H 3.90109 2.49223 -2.80574
H 3.65104 4.15690 -3.32670
C 1.85074 3.06005 -3.08122
N 1.24407 1.99567 -2.32804
C 1.14654 0.72841 -2.76682
O 1.45281 0.35822 -3.90273
C 0.63105 -0.19665 -1.76579
C 0.42159 -1.55308 -2.00385
N 0.55167 -2.13017 -3.21018
H 0.70683 -3.11844 -3.30520
H 0.97028 -1.48300 -3.88392
N 0.01093 -2.18970 -0.85883
C -0.04595 -1.25827 0.14772
N -0.37400 -1.45985 1.38824
C -0.33471 -0.34577 2.16670
C -0.68944 -0.45781 3.52216
C -0.65051 0.63982 4.33814
C -0.25397 1.88840 3.83487
C 0.09414 2.03211 2.52033
C 0.05901 0.92520 1.65026
N 0.40252 1.10235 0.35160
C 0.34427 0.02160 -0.39658
H 0.40022 2.98531 2.11652
H -0.22650 2.74093 4.49778
H -0.92454 0.55174 5.37921
H -0.99005 -1.42926 3.88371
C -0.37484 -3.57694 -0.71374
C -1.60922 -3.68466 0.14453
C -1.59744 -4.41753 1.31809
C -2.71557 -4.49760 2.14462
C -3.83411 -3.80726 1.75035
C -3.85335 -3.06742 0.56600
C -2.75891 -2.99540 -0.25607
H -2.78175 -2.41623 -1.16487
O -5.08400 -2.48871 0.41175
C -5.83456 -2.86798 1.54542
O -5.05232 -3.70741 2.36707
H -6.74035 -3.40656 1.22426
H -6.12894 -1.96858 2.11054
H -2.70391 -5.06567 3.05923
H -0.69705 -4.93405 1.61159
H -0.57799 -3.97785 -1.71182
H 0.44596 -4.14484 -0.26053
H 0.98494 2.16508 -1.36523
H 1.86986 2.73269 -4.12472
H 1.22397 3.95270 -3.00578
H 4.47656 4.34544 -1.18106

=====

62
Properties=species:S:1:pos:R:3 method="wB97M-V/def2-TZVPD" charge=-1 molar_mass_g_mol=739.55 homo_lumo_gap_ev=7.35
Au 0.18111 -1.05779 -1.55928
N -2.62772 -6.09412 4.19609
C -2.37012 -4.75981 3.88294
C -1.40562 -4.04171 4.59070
C -1.09908 -2.73925 4.23831
C -1.76727 -2.13433 3.18352
C -2.74177 -2.83455 2.48543
C -3.03753 -4.13998 2.82588
S -1.31217 -0.50664 2.67155
O -0.73545 0.17482 3.80291
O -2.52812 0.09527 2.11841
N -0.35901 -0.67157 1.41237
C 0.85008 -1.23093 1.47950
N 1.50535 -1.30542 0.28268
C 2.71498 -1.83899 0.26240
C 3.33506 -2.32223 1.40084
C 2.58787 -2.23897 2.56529
N 1.37999 -1.71140 2.62552
H -2.42966 -6.35729 5.14707
H -3.51273 -6.44705 3.87147
H -0.88203 -4.51748 5.41258
H -0.34331 -2.18071 4.77010
H -3.26993 -2.35137 1.67457
H -3.77777 -4.69138 2.25863
H 3.19547 -1.88690 -0.70834
H 4.32239 -2.75721 1.37499
H 2.98238 -2.62469 3.50208
C -2.74706 3.00598 -3.99487
O -2.80349 2.37540 -2.72962
C -3.13484 1.05879 -2.70673
C -3.80248 0.40659 -3.73599
C -4.16252 -0.92512 -3.59602
C -3.87518 -1.62045 -2.43152
C -3.19781 -0.97638 -1.41086
C -2.80789 0.34762 -1.55174
N -2.13865 0.94793 -0.45565
C -1.14839 1.78991 -0.36742
C -0.29633 2.37768 -1.33930
C 0.27321 3.62016 -0.98031
C 1.00287 4.36241 -1.86868
C 1.20835 3.84404 -3.16382
C 0.73321 2.61438 -3.52711
C 0.00877 1.79052 -2.61130
O -0.30912 0.59683 -2.93249
H -2.25667 3.96304 -3.83307
H -3.74797 3.17285 -4.40346
H -2.15762 2.41071 -4.69646
H -4.04204 0.93721 -4.64646
H -4.67344 -1.42887 -4.40631
H -4.15927 -2.65902 -2.33929
H -2.91627 -1.50303 -0.50713
H -2.43758 0.57467 0.46409
H -0.97289 2.09015 0.66227
H 0.08561 3.99812 0.01916
H 1.41459 5.32151 -1.58650
H 1.77855 4.42357 -3.88173
H 0.92948 2.19930 -4.50788
N -0.42606 -3.21528 -1.65767
C -1.33460 -3.91508 -1.44161
N -2.25663 -4.75864 -1.09833
C -3.21676 -5.05850 -1.95200
N -4.10140 -5.38370 -2.63066

=====

17
Properties=species:S:1:pos:R:3 method="wB97M-V/def2-TZVPD" molar_mass_g_mol=89.14 homo_lumo_gap_ev=9.86 e_above_lowest_kcal_mol=50.5
C -1.35650 2.17635 0.66142
N -0.07573 1.64561 1.03689
C 0.75923 2.61672 1.89958
H -2.07416 2.12658 1.47244
H -1.54190 1.56044 -0.24809
H -1.23635 3.22528 0.48514
H -0.15687 0.83411 1.68185
H 0.06464 3.44336 2.39138
H 1.46003 2.15009 2.65292
H 1.43777 3.13875 1.26299
N -0.07510 -3.08871 -0.99119
C 0.80918 -3.29856 -2.04869
N 0.29459 -3.97084 -3.02478
H -0.20222 -2.22127 -0.47964
H -0.94796 -3.63431 -0.94575
H 1.75312 -2.77016 -2.12888
H 1.08824 -3.93344 -3.67760